ORCA calculation (ωB97M-V/def2-TZVPD) on a molecular structure, C27H38MnN4O2PS2 at a distorted geometry.

Structure (XYZ):
```
75
Properties=species:S:1:pos:R:3:forces:R:3:lowdin_spin:R:1
H 2.04085 0.92190 -5.07739 0.022 0.032 -0.044 0.00
C 1.90955 -0.46910 -3.44199 -0.185 0.084 0.324 0.01
H -0.98145 3.62870 -2.81619 0.082 0.034 0.011 0.00
C -1.15895 2.84220 4.92141 -0.166 0.058 0.083 0.00
C 0.39525 1.62660 2.93511 -0.116 0.022 -0.127 0.01
C -2.39165 1.79150 0.91591 0.083 0.285 -0.353 0.00
C 0.22395 2.87790 5.00571 0.004 0.075 0.097 0.00
H 1.07665 -1.05920 -3.83399 0.053 -0.074 -0.003 0.00
S -2.00905 -0.86870 -1.13839 0.340 -0.586 0.347 0.04
C -0.40045 -2.76090 1.68931 0.096 -0.732 0.631 0.01
H 2.05795 2.28550 4.08041 0.099 0.020 0.018 0.00
H -2.08115 3.23800 -4.96069 -0.017 0.047 -0.028 0.00
H 3.13605 -4.22480 -2.28929 0.028 -0.084 -0.027 0.00
C 0.63685 2.62930 -1.05279 0.088 0.096 0.090 0.00
H 4.97105 -1.12120 -1.84069 0.061 -0.107 -0.035 0.00
C -1.34125 1.67050 -2.03649 -0.001 -0.327 -0.150 0.00
C 3.40795 0.14430 -1.01689 -0.292 -0.058 -0.047 0.00
C -1.00675 1.56350 2.87021 0.347 0.026 0.148 0.00
H 2.40155 -3.18730 -3.50289 -0.007 -0.016 -0.122 0.00
C 2.22775 -2.47000 -1.46209 -0.200 0.098 0.062 0.00
C 2.97755 -3.18660 -2.58119 0.000 0.125 0.159 0.00
H -2.83285 2.12910 3.81841 -0.089 0.010 -0.021 0.00
N -1.69495 0.85500 1.80381 0.033 0.077 0.186 0.03
C -1.41025 2.66770 0.15281 -0.272 -0.148 0.314 0.00
H 1.17845 2.14110 -1.85679 0.028 0.091 -0.056 0.00
H -1.97425 3.47070 -0.35429 0.161 -0.049 0.064 0.00
O -0.07215 -2.74330 0.48471 -0.079 0.207 -0.558 0.04
H -2.21885 -4.41360 0.45381 0.032 -0.115 -0.015 0.00
C -2.63915 1.21820 -4.47299 -0.027 0.075 -0.170 0.00
C -1.75275 2.18070 3.86381 -0.136 0.030 0.075 0.00
C -1.41995 2.65880 -3.00809 -0.046 0.217 -0.080 0.00
C 0.97995 2.27840 4.02721 -0.099 0.032 0.036 0.00
H -0.64765 -5.20110 0.62281 -0.137 -0.054 0.020 0.00
H -3.07065 2.44820 1.49151 0.096 -0.153 -0.033 0.00
H 0.47205 3.68450 -1.31499 0.029 -0.021 -0.060 0.00
H -3.64905 0.39940 2.55141 0.084 0.017 0.027 0.00
H 3.52825 -0.20960 0.01191 -0.034 0.097 0.010 0.00
H 2.56285 1.59810 -3.53609 0.049 0.130 0.010 0.00
C -2.59245 0.23180 -3.51549 0.047 0.081 -0.027 0.00
H -2.30715 -0.51230 3.27981 -0.079 0.072 -0.080 0.00
P 1.82155 -0.65170 -1.57999 0.885 -0.400 -0.613 0.03
H 0.83825 1.36530 -3.87669 -0.053 0.102 0.052 0.00
C -0.34725 -1.80620 3.84011 -0.102 -0.202 0.243 0.00
H -2.19965 -4.71710 3.70501 0.105 0.046 -0.006 0.00
H 5.50485 0.47150 -1.32199 0.111 0.023 -0.024 0.00
H -1.50775 -2.93130 5.32231 -0.035 -0.061 0.063 0.00
O 0.02655 -0.93970 4.62011 -0.039 -0.033 0.029 0.00
H 2.83995 -0.92960 -3.77749 -0.047 -0.111 0.048 0.00
C -2.68175 -0.08480 2.35171 -0.045 -0.242 0.033 0.00
C 1.83135 0.94290 -4.00679 -0.077 -0.115 -0.002 0.00
H -2.99275 1.21160 0.20851 0.058 0.013 0.126 0.00
H -2.85085 -0.88650 1.63061 -0.069 0.043 -0.051 0.00
N -0.05775 -1.78120 2.50381 -0.008 0.268 -0.248 0.03
H 3.95115 -2.74630 -2.78269 0.085 0.006 -0.096 0.00
H 3.20265 1.21420 -0.93659 -0.034 -0.004 0.087 0.00
H 0.70645 3.36920 5.84061 0.038 0.031 0.042 0.00
H -0.72445 3.12730 0.87151 -0.034 -0.011 -0.081 0.00
H -3.13465 1.03530 -5.41729 -0.032 -0.030 -0.068 0.00
N -1.12035 -3.87060 2.14321 0.145 0.339 -0.233 0.00
C 4.69295 -0.07170 -1.80479 -0.157 0.009 0.131 0.00
H -1.77065 3.31760 5.67511 -0.058 0.005 0.079 0.00
H 1.23815 2.58240 -0.14199 -0.086 0.045 -0.120 0.00
N -0.61065 1.90590 -0.81059 -0.056 0.222 -0.237 0.03
C -1.55215 -3.88850 3.43381 -0.003 0.058 0.418 0.00
H 4.60135 0.29930 -2.82239 0.042 0.006 -0.168 0.00
H -3.04755 -0.73060 -3.69509 -0.045 -0.093 -0.013 0.00
C -2.05295 2.44890 -4.22139 0.030 0.162 -0.038 0.00
S 1.49035 1.01510 1.73421 0.431 -0.223 -0.331 0.04
Mn -0.00025 -0.43740 0.41161 -0.644 0.465 0.208 4.68
H 1.26235 -2.96170 -1.31719 0.133 0.053 0.116 0.00
H -2.00055 -5.69410 1.68161 0.032 0.047 0.018 0.00
H 2.77275 -2.57160 -0.51769 -0.138 -0.056 0.027 0.00
C -1.18165 -2.93080 4.29481 -0.110 -0.026 0.116 0.00
C -1.95425 0.42600 -2.28239 -0.066 0.154 0.180 0.01
C -1.52435 -4.85520 1.17371 -0.039 -0.099 -0.362 0.00
```
Forces are in eV/Å.

Output
Frontier orbital gap (alpha / beta): 6.57 / 6.69 eV
Spin multiplicity: 6
Electronic energy: -100955.8998 eV
E_HOMO (alpha / beta): -3.83 / -3.96 eV
<S²>: 8.756
Net charge: -1
Max |F|: 1.15 eV Å⁻¹
LUMO (alpha / beta): 2.73 / 2.73 eV
ΔE to the lowest compared entry with this formula, charge and spin: 12.2 kcal/mol